1.
A structure of composition C38H44FMgN5O9SSi2 in a non-equilibrium geometry. Source: OMol25; level of theory: ωB97M-V/def2-TZVPD.

CARTESIAN COORDINATES (ANGSTROEM)
Mg 0.302 -0.308 0.192
C 2.628 0.983 2.625
Si 1.283 1.617 1.359
C 2.184 3.178 0.612
C 0.080 2.561 2.568
C 0.621 3.337 3.592
C -0.152 3.969 4.546
C -1.526 3.800 4.514
C -2.082 3.045 3.503
C -1.312 2.447 2.503
Si -2.406 1.562 1.220
C -3.671 2.911 0.685
C -3.371 0.161 2.098
H 3.176 1.754 3.162
H 3.357 0.377 2.092
H 2.160 0.332 3.359
H 2.673 3.789 1.368
H 1.474 3.809 0.088
H 2.938 2.882 -0.110
H 1.694 3.453 3.639
H 0.308 4.581 5.315
H -2.157 4.258 5.268
H -3.156 2.912 3.493
H -4.050 3.443 1.551
H -4.511 2.472 0.159
H -3.222 3.635 0.013
H -4.412 0.411 2.286
H -2.905 -0.085 3.047
H -3.332 -0.742 1.497
C 0.506 -6.733 4.030
C 1.837 -5.975 4.067
C 2.981 -6.952 3.789
C 4.305 -6.205 3.802
C 4.255 -5.086 2.800
C 5.438 -4.679 2.164
C 5.383 -3.630 1.271
F 6.544 -3.245 0.651
C 4.216 -2.967 0.980
C 3.008 -3.373 1.595
C 1.786 -2.668 1.290
O 1.766 -1.733 0.437
C 0.636 -3.105 2.028
C 0.723 -4.152 2.879
N 1.863 -4.885 3.101
C 3.043 -4.462 2.509
C -0.712 -2.396 1.943
O -1.711 -3.037 2.281
O -0.687 -1.198 1.577
H 0.610 -7.685 4.545
H 0.219 -6.926 3.000
H -0.289 -6.175 4.514
H 1.978 -5.559 5.080
H 2.833 -7.412 2.809
H 2.972 -7.744 4.543
H 5.132 -6.884 3.571
H 4.482 -5.804 4.807
H 6.370 -5.179 2.376
H 4.202 -2.141 0.290
H -0.162 -4.436 3.422
O -3.340 1.040 -1.501
C -2.313 0.468 -1.143
O -1.599 0.907 -0.076
C -1.827 -0.727 -1.777
C -2.559 -1.281 -2.851
C -2.178 -2.488 -3.371
C -1.065 -3.139 -2.814
C -0.387 -2.507 -1.784
N -0.735 -1.346 -1.281
H -3.414 -0.739 -3.225
H -2.729 -2.944 -4.184
H -0.741 -4.102 -3.179
H 0.478 -2.965 -1.323
C 8.598 -0.199 -2.822
C 7.096 -0.097 -2.962
S 6.742 0.789 -4.526
O 7.292 2.116 -4.415
O 7.255 -0.025 -5.606
C 4.933 0.856 -4.643
C 4.372 1.882 -3.660
N 3.022 1.563 -3.291
C 2.642 0.736 -2.264
N 1.340 0.621 -2.194
C 0.822 1.365 -3.195
C 1.847 1.965 -3.919
N 1.777 2.748 -5.039
O 2.846 3.173 -5.580
O 0.636 3.002 -5.508
C 3.600 0.064 -1.355
H 8.863 -0.726 -1.907
H 9.028 0.800 -2.803
H 9.008 -0.733 -3.676
H 6.656 0.478 -2.154
H 6.629 -1.074 -3.038
H 4.590 -0.154 -4.426
H 4.667 1.119 -5.665
H 4.378 2.864 -4.140
H 4.985 1.915 -2.755
H -0.232 1.448 -3.368
H 4.315 -0.549 -1.906
H 3.005 -0.558 -0.694
H 4.146 0.790 -0.751

Properties
Maximum force, eV Å⁻¹: 3.333
Energy above the lowest of the compared OMol25 structures with the same formula, charge and spin, eV: 1.083
E_LUMO (spin up / spin down), hartree: 0.1017 / 0.1018
Net charge: -2
Electronic energy, a.u.: -3702.684897
Frontier orbital gap (spin up / spin down), Eh: 0.1069 / 0.0924

2.
A cluster of 2 separate species, C3H5OP in total in a non-equilibrium geometry. Source: OMol25; level of theory: ωB97M-V/def2-TZVPD.

CARTESIAN COORDINATES (ANGSTROEM)
C 0.733 1.321 0.242
C -1.236 0.519 0.292
C -1.488 -0.909 0.498
O -1.944 1.429 0.147
P 1.934 0.331 -0.355
H 0.619 2.368 0.643
H -1.828 -1.145 1.492
H -0.675 -1.539 0.193
H -2.317 -1.067 -0.132
H 3.171 1.089 -0.040

Properties
Maximum force, eV Å⁻¹: 4.998
Energy above the lowest of the compared OMol25 structures with the same formula, charge and spin, eV: 2.432
E_LUMO, hartree: 0.0105
Net charge: 0
Electronic energy, a.u.: -533.769059
Frontier orbital gap, Eh: 0.3262

3.
A cluster of 4 separate species, C3H12O5 in total in a non-equilibrium geometry. Source: OMol25; level of theory: ωB97M-V/def2-TZVPD.

CARTESIAN COORDINATES (ANGSTROEM)
O 0.798 -2.128 1.410
C 1.125 -2.615 0.365
O 0.272 -2.714 -0.695
C 2.440 -3.341 0.087
C 3.493 -2.227 -0.037
H -0.479 -2.201 -0.387
H 2.345 -3.955 -0.804
H 2.665 -3.986 0.925
H 4.543 -2.349 0.228
H 3.266 -1.196 0.239
H 3.629 -2.047 -1.125
H -0.003 3.214 -1.570
H 0.263 4.358 -2.650
O 0.670 3.677 -2.095
H -4.844 3.830 0.803
H -6.050 4.116 0.041
O -5.475 4.537 0.708
H -2.841 0.957 1.215
H -2.838 2.149 2.145
O -2.979 1.922 1.198

Properties
Maximum force, eV Å⁻¹: 3.098
Energy above the lowest of the compared OMol25 structures with the same formula, charge and spin, eV: 0.909
E_LUMO, hartree: 0.0063
Net charge: 0
SMILES: CCC(=O)O.O.O.O
Electronic energy, a.u.: -497.694123
Frontier orbital gap, Eh: 0.4010

4.
The molecule C3H4N2O in a non-equilibrium geometry. Source: OMol25; level of theory: ωB97M-V/def2-TZVPD.

CARTESIAN COORDINATES (ANGSTROEM)
O 0.049 0.254 -1.959
C -0.084 -0.038 -0.647
C -0.347 0.789 0.390
N -0.093 0.103 1.595
N 0.154 -1.230 1.265
C 0.124 -1.316 -0.041
H -0.134 1.199 -2.044
H -0.737 1.785 0.492
H 0.798 0.714 1.506
H 0.269 -2.261 -0.557

Properties
Maximum force, eV Å⁻¹: 2.304
Energy above the lowest of the compared OMol25 structures with the same formula, charge and spin, eV: 2.992
E_LUMO, hartree: 0.0212
Net charge: 0
SMILES: Oc1cn[nH]c1
Electronic energy, a.u.: -301.377293
Frontier orbital gap, Eh: 0.3553

5.
The molecule C2H3I2NO in a non-equilibrium geometry. Source: OMol25; level of theory: ωB97M-V/def2-TZVPD.

CARTESIAN COORDINATES (ANGSTROEM)
C 0.006 -0.789 -1.106
C -0.527 0.153 0.096
N 0.276 0.043 1.265
O 1.149 -1.136 -1.165
I -0.930 2.197 -0.615
I 2.265 0.607 1.120
H -0.759 -1.132 -1.844
H -1.430 -0.342 0.140
H -0.049 0.398 2.108

Properties
Maximum force, eV Å⁻¹: 2.990
Energy above the lowest of the compared OMol25 structures with the same formula, charge and spin, eV: 1.659
E_LUMO, hartree: -0.0134
Net charge: 0
SMILES: O=C[C@H](I)NI
Electronic energy, a.u.: -803.329681
Frontier orbital gap, Eh: 0.3159

6.
A structure of composition C19H23As2CoN2O in a non-equilibrium geometry. Source: OMol25; level of theory: ωB97M-V/def2-TZVPD.

CARTESIAN COORDINATES (ANGSTROEM)
Co 0.523 0.651 -1.150
C 3.379 -1.436 -0.411
As 1.670 -1.411 -1.301
C 2.007 -2.148 -3.055
C 0.558 -2.709 -0.411
C 1.018 -3.978 -0.078
C 0.164 -4.882 0.537
C -1.150 -4.527 0.817
C -1.617 -3.264 0.486
C -0.760 -2.356 -0.126
As -1.350 -0.593 -0.615
C -2.712 -0.801 -1.967
C -2.245 0.167 0.913
H 3.805 -2.436 -0.464
H 3.241 -1.141 0.626
H 4.046 -0.733 -0.906
H 2.417 -3.151 -2.946
H 2.724 -1.520 -3.581
H 1.080 -2.200 -3.623
H 2.039 -4.271 -0.292
H 0.523 -5.868 0.799
H -1.811 -5.237 1.295
H -2.644 -3.000 0.710
H -2.297 -1.320 -2.828
H -3.087 0.176 -2.265
H -3.527 -1.391 -1.549
H -2.979 -0.544 1.290
H -2.750 1.082 0.609
H -1.518 0.383 1.693
O 1.321 0.939 0.507
C 0.954 1.754 1.435
C 1.361 1.459 2.765
C 1.080 2.327 3.782
C 0.354 3.503 3.527
C -0.082 3.797 2.243
C 0.202 2.949 1.181
C -0.271 3.233 -0.159
N -0.306 2.364 -1.170
C -0.846 3.013 -2.259
C -1.139 4.291 -1.901
N -0.777 4.409 -0.587
H 1.921 0.549 2.931
H 1.411 2.107 4.788
H 0.121 4.179 4.338
H -0.670 4.693 2.087
H -0.984 2.530 -3.211
H -1.559 5.108 -2.460
H -0.840 5.254 -0.043

Properties
Maximum force, eV Å⁻¹: 3.349
Energy above the lowest of the compared OMol25 structures with the same formula, charge and spin, eV: 0.091
E_LUMO (spin up / spin down), hartree: -0.3005 / -0.3084
Net charge: +2
Electronic energy, a.u.: -6776.319989
Frontier orbital gap (spin up / spin down), Eh: 0.2180 / 0.2083

7.
A structure of composition C47H51ClN5O6PS2Y. Source: OMol25; level of theory: ωB97M-V/def2-TZVPD.

CARTESIAN COORDINATES (ANGSTROEM)
Y -1.477 0.472 0.896
C 2.628 -4.457 -3.580
C 1.429 -4.379 -2.673
C 0.171 -4.087 -3.193
C -0.952 -4.020 -2.377
C -2.314 -3.729 -2.945
C -0.794 -4.235 -1.011
C 0.452 -4.504 -0.458
C 0.619 -4.647 1.032
C 1.553 -4.586 -1.305
H 2.592 -5.354 -4.201
H 3.555 -4.488 -3.007
H 2.670 -3.598 -4.253
H 0.064 -3.916 -4.260
H -2.885 -3.081 -2.279
H -2.885 -4.652 -3.071
H -2.246 -3.251 -3.923
H -1.672 -4.163 -0.378
H 0.566 -3.672 1.527
H 1.585 -5.080 1.286
H -0.155 -5.293 1.455
H 2.531 -4.791 -0.883
O -3.844 1.854 0.796
C -3.190 1.655 -0.229
C -3.589 2.185 -1.561
C -4.778 2.856 -1.822
C -5.051 3.288 -3.109
C -4.136 3.048 -4.130
C -2.943 2.386 -3.874
C -2.665 1.950 -2.582
P -1.153 1.058 -2.068
C -0.291 0.751 -3.648
C 0.394 1.749 -4.343
C 1.054 1.454 -5.526
C 1.036 0.159 -6.030
C 0.358 -0.841 -5.347
C -0.297 -0.544 -4.159
C -0.112 2.354 -1.263
C 1.350 2.240 -1.376
C 2.165 3.278 -1.126
C 1.653 4.622 -0.937
C 0.339 4.884 -0.981
C -0.671 3.816 -1.010
H -5.469 3.026 -1.005
H -5.974 3.811 -3.326
H -4.356 3.380 -5.137
H -2.244 2.205 -4.681
H 0.417 2.760 -3.951
H 1.584 2.234 -6.056
H 1.552 -0.070 -6.954
H 0.342 -1.851 -5.737
H -0.817 -1.330 -3.620
H 1.769 1.289 -1.682
H 3.238 3.136 -1.180
H 2.363 5.438 -0.871
H -0.016 5.907 -0.997
H -1.622 4.053 -1.481
C 5.105 6.418 2.145
C 4.946 4.988 2.585
C 3.724 4.333 2.459
C 3.565 3.029 2.896
C 4.641 2.339 3.440
N 4.493 0.983 3.861
C 3.878 0.005 3.115
O 3.354 -0.975 3.600
N 4.000 0.178 1.742
C 3.027 -0.340 0.858
C 3.386 -0.921 -0.345
C 2.386 -1.357 -1.203
C 1.067 -1.182 -0.839
N 0.709 -0.594 0.312
C 1.672 -0.207 1.151
C 5.868 2.977 3.568
C 6.010 4.293 3.153
H 4.341 6.692 1.417
H 6.084 6.588 1.697
H 5.009 7.098 2.994
H 2.870 4.844 2.027
H 2.597 2.553 2.810
H 4.494 0.787 4.850
H 4.499 0.995 1.426
H 4.433 -1.036 -0.596
H 2.619 -1.829 -2.147
H 0.264 -1.509 -1.486
H 1.362 0.235 2.087
H 6.709 2.434 3.982
H 6.971 4.782 3.258
O -1.993 -0.713 4.991
Cl -1.367 0.118 4.012
O -0.768 -0.731 2.952
O -0.366 0.941 4.587
O -2.367 0.907 3.295
C -6.287 -1.100 2.516
C -4.902 -0.641 2.938
N -3.983 -1.768 3.118
C -3.208 -2.280 2.175
S -3.246 -1.680 0.559
N -2.375 -3.274 2.486
C -2.151 -3.818 3.819
C -3.192 -4.857 4.211
H -6.945 -0.238 2.411
H -6.724 -1.778 3.251
H -6.239 -1.612 1.554
H -4.927 -0.115 3.892
H -4.476 0.044 2.206
H -3.820 -2.069 4.066
H -1.731 -3.519 1.754
H -2.097 -2.998 4.539
H -1.156 -4.263 3.805
H -4.200 -4.439 4.203
H -2.990 -5.230 5.215
H -3.177 -5.699 3.520
S -0.157 2.725 1.662
C -0.672 2.812 0.051

Properties
Spin multiplicity: 2
Maximum force, eV Å⁻¹: 0.793
Energy above the lowest of the compared OMol25 structures with the same formula, charge and spin, eV: 1.368
E_LUMO (spin up / spin down), hartree: 0.0118 / -0.0157
Net charge: 0
Electronic energy, a.u.: -4182.931242
Frontier orbital gap (spin up / spin down), Eh: 0.2427 / 0.2417

8.
A cluster of 2 separate species, C2H3F3 in total in a non-equilibrium geometry. Source: OMol25; level of theory: ωB97M-V/def2-TZVPD.

CARTESIAN COORDINATES (ANGSTROEM)
C -0.333 0.566 0.381
C 0.339 -0.530 -0.388
F -0.201 1.781 -0.277
F 1.258 -1.115 0.420
F 1.043 -0.159 -1.412
H 0.135 0.792 1.404
H -1.409 0.332 0.651
H -0.833 -1.667 -0.779

Properties
Spin multiplicity: 3
Maximum force, eV Å⁻¹: 6.327
Energy above the lowest of the compared OMol25 structures with the same formula, charge and spin, eV: 1.574
E_LUMO (spin up / spin down), hartree: 0.0368 / -0.1134
Net charge: 0
Electronic energy, a.u.: -377.343818
Frontier orbital gap (spin up / spin down), Eh: 0.2920 / 0.3584

9.
The molecule C3H3N3O in a non-equilibrium geometry. Source: OMol25; level of theory: ωB97M-V/def2-TZVPD.

CARTESIAN COORDINATES (ANGSTROEM)
O -1.624 0.636 -0.598
C 0.711 1.618 -1.675
N -1.380 0.613 0.607
N -0.544 -0.063 1.284
C 0.370 -0.871 0.610
C 1.055 -0.617 -0.518
N 0.946 0.558 -1.214
H -1.962 1.208 1.212
H 0.634 -1.760 1.175
H 1.794 -1.322 -0.883

Properties
Maximum force, eV Å⁻¹: 1.065
Energy above the lowest of the compared OMol25 structures with the same formula, charge and spin, eV: 4.675
E_LUMO, hartree: -0.0130
Net charge: 0
Electronic energy, a.u.: -355.468076
Frontier orbital gap, Eh: 0.3402

10.
A cluster of 9 separate species, C6H33N2O8 in total in a non-equilibrium geometry. Source: OMol25; level of theory: ωB97M-V/def2-TZVPD.

CARTESIAN COORDINATES (ANGSTROEM)
C 1.133 1.109 -1.144
N 0.236 0.898 -0.043
C -0.400 2.130 0.454
C -1.478 1.689 1.476
C -2.683 1.054 0.776
C -1.883 2.980 2.190
C 0.412 0.659 -2.443
N -0.278 -0.634 -2.270
H 1.424 2.144 -1.367
H 2.071 0.522 -1.107
H 0.574 0.322 0.712
H -0.873 2.669 -0.390
H 0.363 2.779 0.922
H -1.037 0.927 2.139
H -2.573 -0.035 0.575
H -3.592 1.215 1.335
H -2.858 1.525 -0.196
H -2.253 3.695 1.443
H -1.015 3.377 2.706
H -2.664 2.828 2.949
H 1.102 0.364 -3.254
H -0.318 1.436 -2.657
H -0.996 -0.732 -2.997
H 0.218 -1.523 -2.419
H -0.811 -0.735 -1.400
H 3.444 1.065 2.048
H 2.740 2.277 1.536
O 2.595 1.311 1.648
H 0.881 -4.982 0.915
H 0.074 -3.730 1.126
O -0.024 -4.659 0.837
H -3.046 1.546 -2.543
H -2.902 0.977 -3.919
O -2.385 1.160 -3.129
H 1.581 -2.088 1.962
H 0.294 -1.747 2.490
O 0.686 -2.018 1.630
H 0.405 0.137 3.806
H 1.629 0.078 2.863
O 1.163 -0.430 3.551
H -1.822 -4.264 -1.044
H -0.650 -5.230 -1.392
O -1.172 -4.491 -1.736
H 2.472 4.796 1.860
H 3.440 4.317 0.747
O 2.714 4.040 1.299
H -0.018 -3.872 -2.838
H 1.149 -3.657 -3.908
O 0.621 -3.252 -3.237

Properties
Maximum force, eV Å⁻¹: 2.430
Energy above the lowest of the compared OMol25 structures with the same formula, charge and spin, eV: 1.801
E_LUMO, hartree: -0.0837
Net charge: +1
Electronic energy, a.u.: -959.623297
Frontier orbital gap, Eh: 0.3492

11.
The molecule C5H10O2. Source: OMol25; level of theory: ωB97M-V/def2-TZVPD.

CARTESIAN COORDINATES (ANGSTROEM)
O 2.638 -0.072 -0.164
C 1.582 -0.778 0.446
C 0.131 -0.252 0.092
C -0.825 -1.403 0.016
C -1.261 -0.235 0.831
C -0.658 1.722 -1.056
O 0.341 0.757 -0.858
H 2.285 0.763 -0.494
H 1.755 -0.843 1.528
H 1.647 -1.803 0.046
H -1.454 1.318 -1.690
H -0.447 -2.209 0.641
H -1.342 -1.725 -0.879
H -1.441 -0.318 1.902
H -2.078 0.314 0.349
H -1.089 2.063 -0.109
H -0.181 2.566 -1.557

Properties
Maximum force, eV Å⁻¹: 0.726
Energy above the lowest of the compared OMol25 structures with the same formula, charge and spin, eV: 3.555
E_LUMO, hartree: 0.0345
Net charge: 0
SMILES: COC1(CO)CC1
Electronic energy, a.u.: -346.894785
Frontier orbital gap, Eh: 0.3671

12.
The molecule C3H7NO2. Source: OMol25; level of theory: ωB97M-V/def2-TZVPD.

CARTESIAN COORDINATES (ANGSTROEM)
C -1.445 1.254 -0.392
C -0.179 -0.914 0.757
O 0.371 -2.091 1.164
C 0.467 -0.057 -0.040
O -0.057 1.089 -0.581
N 1.806 -0.342 -0.404
H -1.678 1.513 0.650
H -1.984 0.332 -0.652
H -1.765 2.064 -1.049
H -1.173 -0.751 1.154
H 1.209 -2.155 0.672
H 2.462 0.235 0.115
H 1.966 -0.177 -1.393

Properties
Maximum force, eV Å⁻¹: 0.425
Energy above the lowest of the compared OMol25 structures with the same formula, charge and spin, eV: 2.082
E_LUMO, hartree: 0.0324
Net charge: 0
SMILES: CO/C(N)=C/O
Electronic energy, a.u.: -323.704436
Frontier orbital gap, Eh: 0.3253